Density functional theory data (ωB97M-V/def2-TZVPD) for a structure of composition C11H7Cl5IrN2O2SSeSi at a distorted geometry.

CARTESIAN COORDINATES (ANGSTROEM)
1 H -1.71556 0.22817 4.56252
2 S 0.25031 1.37587 -0.54026
3 C 2.99974 2.10161 -3.42978
4 C 2.29486 2.16828 -2.23772
5 Si -0.70633 -3.01126 -0.30905
6 Se 2.25293 0.91481 1.56582
7 H 1.34476 -0.46337 -4.91303
8 N -1.13561 -0.53489 1.64457
9 C -3.11651 -0.27879 2.92913
10 H -2.09738 -1.49070 4.44581
11 C -2.44491 -0.34620 1.59924
12 H 3.21319 1.12802 -5.32514
13 C -1.94602 -0.57957 3.86994
14 O 0.36983 -1.09998 3.34589
15 C -0.72256 -0.79152 2.97515
16 Cl -0.38758 -0.74423 -2.73082
17 Cl 2.73646 3.37316 -1.09086
18 C 2.66292 1.16535 -4.39543
19 Cl 1.25123 -3.53359 -0.61467
20 C 1.61925 0.28043 -4.17846
21 Cl -1.29999 -3.88698 1.45948
22 N 0.51799 2.78660 3.09345
23 H -3.90493 -1.02999 2.96543
24 C 0.93587 0.37276 -2.98424
25 C 1.19930 2.07948 2.48352
26 Cl -1.81811 -3.89237 -1.79488
27 H -3.57902 0.69734 3.07293
28 H 3.81165 2.79569 -3.59364
29 O -2.94737 -0.34201 0.44636
30 Ir -0.87010 -0.73379 -0.33900
31 C 1.23169 1.29167 -1.98227

For the HOMO energy (spin up / spin down), the calculation gives -8.37 / -8.66 eV. The energy above the lowest of the compared OMol25 structures with the same formula, charge and spin is 51.4 kcal/mol. As for the orbital gap (spin up / spin down): 0.2098 / 0.2360 Eh. Its spin multiplicity is 2. The LUMO energy (spin up / spin down) comes out at -2.661 / -2.236 eV.

***

Density functional theory data (ωB97M-V/def2-TZVPD) for the molecule C11H8 at a distorted geometry.

CARTESIAN COORDINATES (ANGSTROEM)
1 C 0.01696 0.88781 -0.04660
2 C -1.95283 1.05315 0.57603
3 H -2.41876 2.03568 0.59924
4 C 1.52545 0.03210 1.86161
5 C 1.91872 -0.26359 0.55088
6 C -1.22231 0.72656 -0.74339
7 C 0.25755 0.52115 2.23833
8 H -0.04695 0.46621 3.27362
9 C -0.52955 -1.35646 -2.11172
10 C -0.55120 0.97774 1.22065
11 H 2.80919 -0.85597 0.39385
12 H -2.65418 0.29227 0.91253
13 C -0.90633 0.02147 -1.85288
14 H -0.51256 -1.74337 -3.12150
15 H 2.18433 -0.28869 2.65679
16 C 0.59577 -0.32909 -1.84856
17 H 1.24467 -0.16494 -2.69731
18 H -0.81750 -2.09703 -1.37278
19 C 1.05953 0.08498 -0.48878

For the HOMO energy, the calculation gives -7.87 eV. The energy above the lowest of the compared OMol25 structures with the same formula, charge and spin is 62.9 kcal/mol. As for the orbital gap: 0.3119 Eh. The LUMO energy comes out at 0.614 eV.

***

Density functional theory data (ωB97M-V/def2-TZVPD) for a structure of composition C11H8B2ClF13InN5O5.

CARTESIAN COORDINATES (ANGSTROEM)
1 In -0.71897 0.00354 0.05151
2 F -2.37955 2.85709 0.46355
3 N -0.42410 -0.84464 3.87305
4 O 0.58628 -5.05383 -0.19225
5 F 1.98573 1.76047 -2.10805
6 Cl 0.59186 -3.95614 0.72204
7 N -1.75617 -2.59269 3.57079
8 F -0.90482 -2.64696 -1.64612
9 F -2.69222 -2.38937 -0.24087
10 C -0.57272 0.30392 -4.35488
11 H 0.02228 2.77123 1.34614
12 C 3.37812 0.91959 1.64069
13 N -3.44083 -1.46452 2.36060
14 C 2.29345 0.30150 1.02876
15 F -0.15033 3.41710 -2.37336
16 F -0.16247 0.82778 -5.54053
17 C 0.95950 2.23115 1.42445
18 F -3.72214 1.11547 0.73139
19 F 1.55204 -0.35164 -2.23528
20 N -1.47786 -0.44124 3.18842
21 O 1.55571 -2.96945 0.34807
22 C 1.05495 0.93765 0.90147
23 H 0.09588 -2.78835 4.57607
24 F -0.10600 -0.95087 -4.30860
25 H -3.34824 -2.17204 1.62854
26 H -3.45447 -0.56776 1.87364
27 C -0.21904 2.65542 -3.46492
28 B -2.43940 1.51471 0.47293
29 C -0.61036 -2.14763 4.08136
30 C 3.25378 2.20435 2.15072
31 C 1.40773 0.81461 -2.86241
32 C 2.03673 2.86103 2.03882
33 H 4.32357 0.39331 1.72364
34 O -0.78202 -3.32319 0.71112
35 F 0.73698 3.10097 -4.31563
36 B -1.32443 -2.15818 -0.44077
37 O 0.79149 -4.40575 2.06566
38 H 4.09738 2.68787 2.63368
39 C -0.10339 1.13320 -3.10212
40 F -1.40484 2.91439 -4.05249
41 O -0.86916 0.86038 -2.06537
42 H 1.92411 3.86627 2.43384
43 F 2.12457 0.74468 -4.00981
44 H 2.41867 -0.70495 0.64699
45 N -2.22339 -1.49925 3.03528
46 F -1.90388 0.23075 -4.40977

For the HOMO energy, the calculation gives -2.23 eV. The energy above the lowest of the compared OMol25 structures with the same formula, charge and spin is 10.1 kcal/mol. The charge is -2. As for the orbital gap: 0.2613 Eh. The LUMO energy comes out at 4.877 eV.

***

Density functional theory data (ωB97M-V/def2-TZVPD) for a structure of composition C11H8BF2IrN3S at a distorted geometry.

CARTESIAN COORDINATES (ANGSTROEM)
1 H 0.07837 5.54400 1.45415
2 C 0.08661 4.50623 1.16066
3 C 1.17196 3.70015 1.46185
4 S -1.86817 -1.78777 4.79987
5 C 1.15910 2.36169 1.07308
6 F -0.35289 -3.12629 -0.68538
7 N 0.07787 1.84215 0.46148
8 C 4.63560 0.95452 1.50438
9 C -0.99060 3.96584 0.47225
10 C -1.33096 -1.06143 3.50701
11 H 2.00108 4.09528 2.02576
12 C 4.33300 -0.39391 1.37030
13 C -0.95547 2.61842 0.15734
14 N -0.90517 -0.46855 2.57388
15 H 3.82398 2.93457 1.53445
16 F -0.02930 -1.52054 -2.12630
17 C 3.00902 -0.76024 1.20103
18 H -1.77666 2.14750 -0.36844
19 C 3.60883 1.88252 1.45455
20 C 2.29816 1.44819 1.25689
21 H -1.84484 4.56759 0.20776
22 N 2.03183 0.13604 1.14595
23 H 5.65549 1.27902 1.64760
24 H 5.10660 -1.14287 1.37184
25 Ir -0.14498 -0.36173 0.73124
26 H 2.71475 -1.79810 1.10624
27 B -0.24472 -1.81371 -0.84559

For the HOMO energy (spin up / spin down), the calculation gives -11.90 / -12.68 eV. The energy above the lowest of the compared OMol25 structures with the same formula, charge and spin is 0.0 kcal/mol. The charge is +1. As for the orbital gap (spin up / spin down): 0.2861 / 0.2222 Eh. Its spin multiplicity is 5. The LUMO energy (spin up / spin down) comes out at -4.114 / -6.638 eV.

***

Repeat the fourth record exactly.
Density functional theory data (ωB97M-V/def2-TZVPD) for a structure of composition C11H8BF2IrN3S at a distorted geometry.

CARTESIAN COORDINATES (ANGSTROEM)
1 H 0.07837 5.54400 1.45415
2 C 0.08661 4.50623 1.16066
3 C 1.17196 3.70015 1.46185
4 S -1.86817 -1.78777 4.79987
5 C 1.15910 2.36169 1.07308
6 F -0.35289 -3.12629 -0.68538
7 N 0.07787 1.84215 0.46148
8 C 4.63560 0.95452 1.50438
9 C -0.99060 3.96584 0.47225
10 C -1.33096 -1.06143 3.50701
11 H 2.00108 4.09528 2.02576
12 C 4.33300 -0.39391 1.37030
13 C -0.95547 2.61842 0.15734
14 N -0.90517 -0.46855 2.57388
15 H 3.82398 2.93457 1.53445
16 F -0.02930 -1.52054 -2.12630
17 C 3.00902 -0.76024 1.20103
18 H -1.77666 2.14750 -0.36844
19 C 3.60883 1.88252 1.45455
20 C 2.29816 1.44819 1.25689
21 H -1.84484 4.56759 0.20776
22 N 2.03183 0.13604 1.14595
23 H 5.65549 1.27902 1.64760
24 H 5.10660 -1.14287 1.37184
25 Ir -0.14498 -0.36173 0.73124
26 H 2.71475 -1.79810 1.10624
27 B -0.24472 -1.81371 -0.84559

For the HOMO energy (spin up / spin down), the calculation gives -11.90 / -12.68 eV. The energy above the lowest of the compared OMol25 structures with the same formula, charge and spin is 0.0 kcal/mol. The charge is +1. As for the orbital gap (spin up / spin down): 0.2861 / 0.2222 Eh. Its spin multiplicity is 5. The LUMO energy (spin up / spin down) comes out at -4.114 / -6.638 eV.